[1]
A molecular structure, C17H43AlO8P, computed with the ωB97M-V functional and the def2-TZVPD basis.

## Properties
LUMO energy (Eh): 0.0942
Net charge: -1
F_max (eV/A): 0.56
Kohn-Sham gap (Ha): 0.2282

The geometry in XYZ format:
```
70
C17H43AlO8P, DFT the ωB97M-V functional and the def2-TZVPD basis
C -1.34144 4.42883 1.03599
C -0.70013 3.31363 1.87213
O 0.27465 3.81994 2.77517
C -0.08783 2.21610 0.96815
O 0.99162 1.58627 1.56435
Al 0.97551 -0.17704 1.75045
P -0.86698 -0.80276 3.15578
C -2.35457 -0.70042 2.02709
C -1.07530 0.69918 4.24586
H -2.43226 4.36943 1.03800
H -1.00479 4.40750 -0.00120
H -1.06541 5.39340 1.46427
H -1.47081 2.87442 2.51227
H 1.14340 3.64146 2.39608
H -0.91411 1.53365 0.70335
H 0.22657 2.69829 0.02540
H 2.37829 -0.59200 2.43847
H 0.66988 -0.85683 0.29089
H -2.93255 0.21094 2.19832
H -3.01653 -1.55445 2.17953
H -2.03567 -0.70085 0.98270
H -0.29640 1.44040 4.05969
H -2.03885 1.18147 4.06604
H -1.03960 0.41468 5.29809
C 1.54433 -7.24387 3.79633
O 0.35178 -6.78675 3.21649
C -0.00362 -5.45251 3.56031
C -0.47173 -4.65008 2.37229
O 0.54902 -4.35429 1.43659
C 0.95015 -5.33898 0.51420
C 0.03352 -5.45709 -0.68383
O -1.22457 -6.01569 -0.34584
C -2.33140 -5.33009 -0.87534
H 1.40653 -7.56141 4.83858
H 1.88660 -8.10291 3.21811
H 2.32335 -6.47374 3.77524
H 0.84696 -4.93937 4.02110
H -0.82150 -5.47084 4.29276
H -0.76932 -3.67634 2.77065
H -1.34020 -5.11734 1.90152
H 1.10942 -6.31735 0.97568
H 1.90598 -4.97821 0.12193
H 0.52693 -6.09605 -1.43063
H -0.09580 -4.46219 -1.12314
H -2.21861 -4.24567 -0.77201
H -3.21111 -5.64443 -0.31424
H -2.49239 -5.56161 -1.93645
C 1.35896 6.45775 -5.53079
O 1.80370 5.40126 -4.72169
C 1.92305 5.70881 -3.34442
C 1.36900 4.61267 -2.46374
O -0.03907 4.48382 -2.52843
C -0.61859 3.76770 -3.60520
C -0.47635 2.26488 -3.50269
O 0.85298 1.84467 -3.72738
C 1.33380 0.88115 -2.80534
H 2.16374 7.16399 -5.77275
H 0.98771 6.02691 -6.46050
H 0.54568 7.01557 -5.05274
H 1.40498 6.64839 -3.11963
H 2.98329 5.83936 -3.08641
H 1.57313 4.91539 -1.43253
H 1.88021 3.66773 -2.64987
H -0.26098 4.11975 -4.57568
H -1.68763 3.98495 -3.52662
H -1.13380 1.82027 -4.26443
H -0.83188 1.93392 -2.52075
H 1.04777 1.12123 -1.77740
H 2.42044 0.87347 -2.87500
H 0.95893 -0.12208 -3.03319
```

Results of the natural (NBO) charge analysis, in e, for atoms 1 through 6: number 1, C, carries -0.647; number 2, C, carries 0.069; number 3, O, carries -0.732; number 4, C, carries -0.068; number 5, O, carries -0.959; number 6, Al, carries 1.152

[2]
A molecular structure, C17H43NO11PS5, computed with the ωB97M-V functional and the def2-TZVPD basis.

## Properties
LUMO energy (Eh): 0.0632
Net charge: -1
F_max (eV/A): 0.33
Kohn-Sham gap (Ha): 0.2680

The geometry in XYZ format:
```
78
C17H43NO11PS5, DFT the ωB97M-V functional and the def2-TZVPD basis
C 1.72881 -3.47903 0.84298
O 2.72925 -2.61666 1.32242
C 2.42699 -1.25040 1.02184
C 3.52411 -0.35227 1.59086
C 2.97022 0.75172 2.49416
C 1.85401 1.58228 1.85726
C 2.17960 2.14221 0.47474
C 0.94180 2.63790 -0.26973
C 0.15571 3.78713 0.38907
C -1.36268 3.56094 0.28578
C -2.19394 3.90391 1.51542
S -2.14470 2.64864 2.78183
O -0.75910 2.46630 3.16209
O -3.05641 3.07434 3.81705
N -2.71294 1.38536 1.98651
S -2.10723 -0.05276 2.10285
O -0.75579 -0.19854 1.59136
O -2.38944 -0.71948 3.35382
C -3.12333 -0.91808 0.89998
P -2.98547 -0.41214 -0.80685
O -3.21842 0.98016 -1.20948
O -4.11097 -1.39028 -1.47085
O -1.60551 -0.96803 -1.34561
H 1.74145 -3.54196 -0.25489
H 1.92200 -4.46943 1.25938
H 0.73013 -3.15168 1.15807
H 1.44905 -1.00227 1.45165
H 2.33525 -1.15137 -0.06983
H 4.18504 -0.99234 2.17700
H 4.14603 0.06712 0.79861
H 2.56215 0.27534 3.39147
H 3.79107 1.40026 2.81792
H 0.93483 0.99524 1.80970
H 1.60945 2.41022 2.52387
H 2.92519 2.94393 0.56894
H 2.64035 1.37157 -0.15304
H 1.24755 2.93632 -1.27935
H 0.26726 1.78503 -0.39410
H 0.41741 4.72971 -0.10266
H 0.44304 3.88878 1.43749
H -1.77852 4.12534 -0.55480
H -1.55557 2.51378 0.05382
H -3.24465 4.01296 1.24646
H -1.86745 4.81281 2.02837
H -2.77102 -1.95008 0.97563
H -4.16553 -0.85885 1.20888
H -4.53017 -0.87402 -2.17681
H -1.31463 -1.76831 -0.86265
C -4.29633 3.04410 -3.31394
S -3.60438 4.43791 -4.19916
O -3.65152 5.61569 -3.29328
C -4.97980 4.64686 -5.34464
H -3.61261 2.75172 -2.51856
H -5.25839 3.33529 -2.89107
H -4.40733 2.21025 -4.00848
H -5.88918 4.82310 -4.77020
H -5.07657 3.75679 -5.96679
H -4.75715 5.51173 -5.96626
C 6.10874 -2.99064 1.23630
S 7.42076 -1.93002 1.85389
O 6.92311 -0.53367 1.79352
C 8.51293 -2.13349 0.43690
H 5.28502 -2.96426 1.94615
H 5.75981 -2.60575 0.27817
H 6.48950 -4.00806 1.13971
H 7.98308 -1.81958 -0.46224
H 8.82836 -3.17445 0.36302
H 9.37764 -1.49426 0.60299
C -2.11057 -6.14149 -0.39599
S -1.61506 -4.68598 -1.31832
O -1.63256 -3.57131 -0.32790
C -3.11598 -4.51079 -2.28152
H -1.31023 -6.36395 0.30638
H -3.03032 -5.91821 0.14344
H -2.24733 -6.97620 -1.08363
H -3.96227 -4.40774 -1.60357
H -3.22436 -5.37592 -2.93621
H -3.01127 -3.59895 -2.86536
```

Results of the Löwdin charge analysis, in e, for atoms 1 through 6: number 1, C, carries -0.129; number 2, O, carries -0.212; number 3, C, carries -0.206; number 4, C, carries -0.185; number 5, C, carries -0.186; number 6, C, carries -0.221